Record 1
Molecular formula: C7H12N2O3
Method: DFT, wB97M-V/def2-TZVPD

Results
Total charge: 0
Calculated total energy: -16574.5319 eV
HOMO-LUMO gap: 0.3516 Ha
SMILES: CO/N=C1\CCCN1C(=O)OC
2S+1: 1
Largest force on an atom: 3.51 eV Å⁻¹
ΔE to the lowest compared entry with this formula, charge and spin: 2.324 eV

Last column: Mulliken charge in e.
Atoms and positions in Å:
O -1.158 -1.703 1.036  -0.29
O -1.001 1.870 -1.232  -0.19
O 0.715 -2.626 1.923  -0.65
N -0.973 0.806 -0.336  -0.46
N 0.838 -0.760 0.660  0.20
C -2.305 2.415 -1.257  -0.53
C 0.160 -1.771 1.274  0.75
C 2.617 0.054 -0.609  -0.64
C -1.968 -2.688 1.657  -0.74
C 0.241 0.333 -0.136  0.14
C 1.431 0.992 -0.810  -0.38
C 2.276 -0.645 0.702  -0.67
H -2.427 2.882 -2.233  0.23
H 2.662 -0.676 -1.418  0.28
H -3.049 1.629 -1.118  0.26
H -2.568 -2.211 2.434  0.26
H 2.707 -1.641 0.805  0.38
H 1.603 1.965 -0.342  0.26
H 3.568 0.578 -0.559  0.35
H -1.339 -3.462 2.100  0.34
H 2.577 -0.038 1.564  0.25
H 1.204 1.178 -1.861  0.36
H -2.621 -3.114 0.898  0.23
H -2.423 3.171 -0.472  0.25



Record 2
Molecular formula: C38H28F2N8Rb
Method: DFT, wB97M-V/def2-TZVPD

Results
Total charge: -1
Calculated total energy: -57871.1457 eV
HOMO-LUMO gap (spin up / spin down): 0.2009 / 0.2009 Ha
2S+1: 1
Largest force on an atom: 2.44 eV Å⁻¹
ΔE to the lowest compared entry with this formula, charge and spin: 0.000 eV

Last column: Mulliken charge in e.
Atoms and positions in Å:
Rb 0.338 -0.171 0.475  0.58
F 4.574 -3.794 -1.905  -0.36
F 2.133 -5.844 1.693  -0.37
N -0.346 -2.622 2.116  0.36
N 0.619 0.752 -2.313  0.27
N 2.223 2.305 2.760  -0.90
N -1.244 0.041 -3.698  0.22
N 2.748 0.070 2.129  0.33
N 1.218 2.222 1.953  1.02
N -1.185 2.311 0.513  0.17
N -1.609 -1.133 -1.622  0.60
C -3.243 1.501 -0.492  -0.50
C -2.140 2.416 -0.487  0.08
C 2.235 -4.881 0.719  0.55
C -1.535 -4.945 3.032  -0.43
C -2.831 3.131 -2.722  -0.80
C -4.149 1.475 -1.561  -0.67
C -3.267 -2.860 -1.501  -0.66
C -3.688 -2.572 -2.819  -0.52
C -2.978 -1.635 -3.553  -0.84
C 2.524 -2.857 -1.126  -0.46
C 1.601 1.665 -2.119  -0.25
C 3.359 -4.926 -0.129  -1.09
C -3.929 2.260 -2.698  -0.53
C 0.421 3.322 2.008  0.08
C 0.107 -3.806 1.665  -0.21
C -1.015 5.765 1.811  -0.67
C -0.154 0.895 -3.408  0.39
C 0.741 4.436 2.851  -0.65
C 1.881 2.701 -3.012  -0.78
C -0.523 -5.012 2.105  -0.79
C -0.758 3.391 1.149  -0.02
C -1.932 -3.717 3.566  -0.78
C 4.891 0.145 3.942  -0.28
C 3.016 1.205 2.841  -0.09
C 4.097 1.272 3.783  -0.53
C 1.151 2.761 -4.218  -0.42
C 0.149 1.838 -4.440  -0.86
C 3.490 -3.902 -1.064  0.56
C 0.066 5.636 2.705  -0.54
C -1.269 -2.604 3.086  -0.25
C -1.442 4.678 1.092  -0.39
C -2.252 -2.112 -0.950  -0.15
C 1.498 -2.812 -0.223  -0.52
C 4.618 -1.026 3.214  -0.85
C -1.904 -0.929 -2.899  0.23
C 1.260 -3.838 0.693  0.59
C -1.959 3.221 -1.659  0.43
C 3.515 -0.998 2.334  0.04
H 1.385 3.525 -4.968  0.36
H -1.882 -2.281 0.071  0.06
H -3.760 -3.648 -0.906  0.39
H -1.456 -1.613 3.507  0.33
H -0.413 1.812 -5.376  0.37
H -2.329 4.712 0.440  0.34
H 4.057 -5.759 0.008  0.40
H 2.203 1.543 -1.216  0.39
H 2.654 3.442 -2.758  0.40
H 3.250 -1.901 1.752  0.12
H -1.507 6.750 1.720  0.32
H -5.078 0.887 -1.470  0.38
H 1.575 4.331 3.546  0.41
H -1.616 0.174 -4.638  0.20
H 0.412 6.484 3.300  0.33
H -3.357 0.811 0.366  0.35
H -0.190 -5.972 1.697  0.39
H -4.579 -3.077 -3.228  0.34
H -1.126 3.934 -1.694  0.46
H -2.760 -3.655 4.294  0.34
H 2.697 -2.067 -1.877  0.35
H -2.670 3.732 -3.629  0.32
H -3.171 -1.427 -4.606  0.40
H 5.726 0.179 4.657  0.33
H -4.615 2.241 -3.562  0.35
H -2.013 -5.863 3.355  0.39
H 5.207 -1.934 3.291  0.42
H 4.234 2.221 4.313  0.40



Record 3
Molecular formula: C21H29Cl2O4Ru
Method: DFT, wB97M-V/def2-TZVPD

Results
Total charge: 0
Calculated total energy: -58057.9425 eV
HOMO-LUMO gap (spin up / spin down): 0.2740 / 0.2606 Ha
2S+1: 6
⟨S²⟩: 8.782
Largest force on an atom: 3.51 eV Å⁻¹
ΔE to the lowest compared entry with this formula, charge and spin: 0.000 eV

Last column: Mulliken spin population.
Atoms and positions in Å:
Ru 0.662 0.995 0.716  3.51
Cl 2.391 4.657 2.436  0.00
Cl 2.743 5.339 -0.529  0.00
O 1.031 2.958 0.331  0.07
O -1.488 -2.993 -1.526  0.00
O -0.562 1.155 -0.985  0.03
O -0.583 4.504 0.659  0.02
C -0.819 0.128 -2.022  0.03
C -1.833 2.238 -2.751  0.01
C 2.680 -0.841 -0.082  0.27
C -1.622 0.784 -3.134  0.00
C -2.268 -2.546 -0.362  -0.01
C 0.496 0.388 3.576  0.12
C -0.965 2.482 -1.535  -0.01
C -0.900 -4.033 -0.680  0.00
C -1.758 -3.649 0.559  0.00
C 1.666 5.190 0.905  0.01
C 2.602 -0.467 1.284  0.07
C 2.714 0.969 1.382  0.07
C 2.745 0.329 -0.874  0.07
C 0.574 4.133 0.624  0.01
C -1.026 0.407 1.811  0.06
C -0.098 -0.414 2.565  0.20
C -1.259 -5.396 -1.262  0.00
C 0.007 1.702 3.450  0.22
C -0.841 1.777 2.295  0.03
C 2.841 1.461 0.012  0.15
C 0.572 -3.791 -0.401  0.00
H -0.018 2.988 -1.796  0.00
H 0.153 -0.287 -2.314  -0.01
H -1.407 -0.656 -1.550  -0.01
H -2.537 -4.372 0.811  0.00
H -1.863 0.041 1.245  0.01
H 0.000 -1.488 2.424  0.00
H 1.152 0.014 4.363  0.00
H -3.339 -2.559 -0.586  0.00
H 0.921 -4.517 0.346  0.00
H -1.473 2.929 -3.514  0.00
H -1.960 -1.543 -0.039  0.02
H -1.462 2.622 1.979  -0.01
H -0.675 -5.571 -2.168  0.00
H -2.317 -5.455 -1.563  0.00
H 2.744 -1.871 -0.455  0.02
H 1.147 -3.902 -1.332  0.00
H -1.027 -6.216 -0.570  0.00
H -2.579 0.266 -3.247  0.00
H 3.161 2.454 -0.256  0.03
H 2.543 -1.136 2.140  -0.01
H 2.809 0.395 -1.946  0.00
H -1.158 -3.303 1.408  0.00
H 0.132 2.513 4.168  0.01
H 1.162 6.144 1.026  0.00
H -1.085 0.727 -4.077  0.00
H 2.911 1.556 2.278  0.01
H 0.714 -2.792 0.041  0.01
H -1.466 3.076 -0.748  0.00
H -2.888 2.478 -2.530  0.00



Record 4
Molecular formula: C3H5NO2
Method: DFT, wB97M-V/def2-TZVPD

Results
Total charge: 0
Calculated total energy: -8775.5726 eV
HOMO-LUMO gap: 0.4039 Ha
SMILES: NC(=O)[C@H]1CO1
2S+1: 1
Largest force on an atom: 2.30 eV Å⁻¹
ΔE to the lowest compared entry with this formula, charge and spin: 2.122 eV

Last column: Mulliken charge in e.
Atoms and positions in Å:
O -1.754 -1.182 -0.263  -0.60
O 1.388 0.339 0.569  -0.44
N -1.326 0.757 0.857  -0.38
C -0.964 -0.410 0.249  0.33
C 0.510 -0.691 0.168  0.11
C 1.319 0.068 -0.812  -0.39
H 0.859 -1.657 -0.149  0.37
H 0.734 0.638 -1.516  0.24
H -2.293 1.041 0.795  0.24
H 2.246 -0.393 -1.170  0.30
H -0.648 1.416 1.207  0.23